[1]
C7H14N2O | the ωB97M-V functional and the def2-TZVPD basis

Element x y z (Å)
O 3.536 1.054 -0.703
N -0.335 -0.963 0.659
N 2.637 0.811 1.255
C -2.354 0.377 0.303
C 2.525 0.549 -0.001
C -2.925 1.690 -0.217
C -0.243 -2.097 -0.241
C 1.904 -0.668 -0.636
C -0.844 0.290 0.126
C 0.987 -1.444 0.277
H -0.562 -3.065 0.151
H 1.512 -1.945 1.097
H -0.360 1.114 0.673
H -2.721 1.813 -1.292
H -2.590 0.257 1.371
H 1.396 -0.325 -1.547
H 1.939 0.317 1.806
H -0.490 -1.920 -1.294
H 4.199 1.253 0.121
H -4.014 1.733 -0.075
H -0.606 0.424 -0.947
H -2.822 -0.471 -0.222
H -2.482 2.550 0.308
H 2.713 -1.335 -0.971

Forces on atoms 1 to 2 (eV/Å):
2.7 1.0 1.2
0.0 -0.1 0.2

## Properties
frontier orbital gap	10.0	eV
electronic energy	-459.8093	a.u.
energy relative to the best compared isomer or geometry (same formula, charge and spin)	182.50	kJ/mol

The computed Mulliken charges, all in e, follow: number 1, O, carries -0.53; number 2, N, carries -0.15; number 3, N, carries -0.85; number 4, C, carries -0.26; number 5, C, carries 0.55; number 6, C, carries -1.22; number 7, C, carries -0.52; number 8, C, carries -0.48; number 9, C, carries -0.49; number 10, C, carries -0.35; number 11, H, carries 0.25; number 12, H, carries 0.40; number 13, H, carries 0.30; number 14, H, carries 0.32; number 15, H, carries 0.29; number 16, H, carries 0.26; number 17, H, carries 0.29; number 18, H, carries 0.25; number 19, H, carries 0.41; number 20, H, carries 0.36; number 21, H, carries 0.20; number 22, H, carries 0.26; number 23, H, carries 0.31; number 24, H, carries 0.39

=====

[2]
C8H12B2F8K2O6 | the ωB97M-V functional and the def2-TZVPD basis

Element x y z (Å)
K -20.930 16.880 6.190
K -19.814 13.792 2.926
F -21.381 15.181 4.465
F -18.607 15.387 4.692
F -17.135 14.376 5.927
F -23.242 16.168 3.448
F -19.383 13.825 6.041
F -22.457 14.184 2.844
F -18.643 15.794 6.832
F -23.417 14.216 4.707
O -16.090 18.167 2.249
O -16.103 12.546 9.655
O -16.510 20.410 2.514
O -17.754 13.144 10.978
O -16.581 19.089 4.303
O -15.632 13.017 11.872
C -16.130 17.758 4.502
C -18.295 12.977 9.690
C -16.456 12.918 10.938
C -16.446 19.317 2.983
C -19.250 14.154 9.351
C -15.506 15.964 2.914
C -16.408 17.154 3.196
C -17.147 12.720 8.746
B -18.454 14.834 5.928
B -22.593 14.946 3.902
H -16.730 17.295 5.284
H -15.519 15.241 3.730
H -19.743 13.847 8.428
H -17.469 16.978 3.023
H -17.199 11.709 8.344
H -15.923 15.487 2.028
H -15.105 17.747 4.872
H -18.981 12.130 9.675
H -14.469 16.278 2.798
H -20.142 14.276 9.965
H -17.137 13.454 7.940
H -18.878 15.169 9.211

Forces on atoms 1 to 2 (eV/Å):
-0.1 0.2 -0.1
-0.2 0.0 0.1

## Properties
frontier orbital gap (alpha / beta)	8.4 / 2.2	eV
total charge	+1
electronic energy	-2812.1695	a.u.
multiplicity	2
expectation value of S²	0.758

The computed Mulliken charges, all in e, follow: number 1, K, carries 1.07; number 2, K, carries 1.07; number 3, F, carries -0.17; number 4, F, carries -0.36; number 5, F, carries -0.44; number 6, F, carries -0.41; number 7, F, carries -0.39; number 8, F, carries -0.43; number 9, F, carries -0.37; number 10, F, carries -0.37; number 11, O, carries -0.41; number 12, O, carries -0.25; number 13, O, carries -0.51; number 14, O, carries -0.26; number 15, O, carries -0.35; number 16, O, carries -0.08; number 17, C, carries -0.16; number 18, C, carries 0.55; number 19, C, carries 0.72; number 20, C, carries 0.54; number 21, C, carries -1.32; number 22, C, carries -1.37; number 23, C, carries 0.83; number 24, C, carries 0.09; number 25, B, carries 0.59; number 26, B, carries 0.22; number 27, H, carries -0.02; number 28, H, carries 0.29; number 29, H, carries 0.28; number 30, H, carries 0.07; number 31, H, carries 0.28; number 32, H, carries 0.33; number 33, H, carries 0.33; number 34, H, carries 0.21; number 35, H, carries 0.40; number 36, H, carries 0.44; number 37, H, carries 0.03; number 38, H, carries 0.33

=====

[3]
C30H32N2P2PdS3 | the ωB97M-V functional and the def2-TZVPD basis

Element x y z (Å)
Pd -1.315 -1.413 -0.548
S -0.258 -1.751 -3.341
S -3.072 0.637 0.900
S -3.046 -3.144 -1.026
P -1.377 1.276 0.081
P 0.232 -0.098 -2.414
N -2.912 -2.951 1.628
N -1.940 -4.830 0.687
C 2.417 0.710 -0.826
C 1.693 -0.365 -1.340
C 3.793 -0.782 0.460
C -2.332 -2.726 4.018
C 3.089 -1.860 -0.057
C 3.455 0.508 0.069
C -1.104 0.414 -1.425
C -1.414 5.670 -1.278
C -2.628 -3.677 0.531
C -2.563 3.715 -0.478
C -2.595 5.019 -0.953
C 2.046 -1.650 -0.947
C 0.816 1.298 -3.420
C 1.293 2.080 3.119
C 1.276 -0.290 2.814
C 2.512 2.321 -4.798
C 0.385 -5.474 1.046
C -1.350 3.053 -0.319
C -0.055 1.111 1.351
C 1.745 0.827 3.493
C 0.385 -0.142 1.767
C -0.032 2.364 -3.693
C -0.170 3.710 -0.660
C 0.390 3.410 -4.504
C -0.200 5.013 -1.131
C -3.170 -3.444 2.979
C 1.661 3.391 -5.055
C 0.399 2.219 2.064
C -0.914 -5.046 1.704
C 2.089 1.280 -3.990
H -0.278 4.238 -4.699
H -3.332 -2.053 1.403
H 1.627 2.961 3.651
H 1.173 -5.583 1.790
H 1.511 -2.496 -1.376
H 2.443 0.715 4.312
H 4.001 1.356 0.459
H 0.016 -1.049 1.294
H -1.024 2.385 -3.256
H -4.232 -3.273 3.182
H -3.027 -4.524 2.992
H -1.802 -5.301 -0.195
H -2.654 -3.008 5.020
H 0.725 5.510 -1.392
H 1.605 -1.281 3.096
H 0.049 3.211 1.819
H 4.605 -0.943 1.157
H -1.270 -2.960 3.930
H -3.544 5.527 -1.068
H -1.241 -5.789 2.436
H 2.756 0.447 -3.803
H 1.990 4.205 -5.687
H 0.704 -4.732 0.312
H 0.782 3.205 -0.560
H 0.278 -6.434 0.539
H -3.483 3.202 -0.225
H 3.358 -2.870 0.223
H 3.503 2.296 -5.230
H 2.184 1.720 -1.137
H -0.773 -4.103 2.236
H -1.439 6.687 -1.646
H -2.443 -1.646 3.915

Forces on atoms 1 to 2 (eV/Å):
-1.0 0.2 -1.2
-0.1 -0.1 0.0

## Properties
frontier orbital gap (alpha / beta)	7.4 / 6.4	eV
electronic energy	-3277.0385	a.u.
multiplicity	3
expectation value of S²	2.013

The computed Mulliken charges, all in e, follow: number 1, Pd, carries -0.27; number 2, S, carries -0.45; number 3, S, carries -0.65; number 4, S, carries -0.35; number 5, P, carries 2.06; number 6, P, carries 1.52; number 7, N, carries 0.15; number 8, N, carries -0.19; number 9, C, carries -0.04; number 10, C, carries 0.22; number 11, C, carries -0.61; number 12, C, carries -0.91; number 13, C, carries -0.63; number 14, C, carries -0.78; number 15, C, carries -0.78; number 16, C, carries -0.61; number 17, C, carries 0.15; number 18, C, carries -0.77; number 19, C, carries -0.62; number 20, C, carries -0.72; number 21, C, carries 0.22; number 22, C, carries -0.89; number 23, C, carries -0.89; number 24, C, carries -0.64; number 25, C, carries -1.40; number 26, C, carries 0.14; number 27, C, carries 0.53; number 28, C, carries -0.72; number 29, C, carries 0.33; number 30, C, carries -0.31; number 31, C, carries 0.27; number 32, C, carries -0.59; number 33, C, carries -0.81; number 34, C, carries -0.70; number 35, C, carries -0.52; number 36, C, carries -0.32; number 37, C, carries 0.13; number 38, C, carries -0.33; number 39, H, carries 0.43; number 40, H, carries 0.04; number 41, H, carries 0.44; number 42, H, carries 0.40; number 43, H, carries 0.41; number 44, H, carries 0.42; number 45, H, carries 0.44; number 46, H, carries -0.24; number 47, H, carries 0.43; number 48, H, carries 0.43; number 49, H, carries 0.35; number 50, H, carries 0.35; number 51, H, carries 0.41; number 52, H, carries 0.45; number 53, H, carries 0.50; number 54, H, carries 0.49; number 55, H, carries 0.43; number 56, H, carries 0.23; number 57, H, carries 0.42; number 58, H, carries 0.26; number 59, H, carries 0.45; number 60, H, carries 0.39; number 61, H, carries 0.26; number 62, H, carries 0.20; number 63, H, carries 0.42; number 64, H, carries 0.34; number 65, H, carries 0.43; number 66, H, carries 0.40; number 67, H, carries 0.25; number 68, H, carries -0.10; number 69, H, carries 0.39; number 70, H, carries 0.27